[1]
Molecular formula: C23H19BrI3N4O2Ru
Method: DFT, the ωB97M-V functional and the def2-TZVPD basis

Geometry as ORCA input:
```
! RIJCOSX wB97M-V def2-TZVPD def2/J DEFGRID3
* xyz 3 1
Ru 1.099 -1.261 -1.184
C -3.473 -1.949 -1.206
C -3.024 -0.661 -0.646
N -3.908 0.173 -0.141
C -3.498 1.372 0.262
C -2.184 1.907 0.140
C -2.034 3.375 0.464
O -0.774 3.644 1.053
C -1.199 1.047 -0.297
C 0.163 1.519 -0.504
N 1.193 0.799 -0.793
C 2.462 1.489 -0.821
C 2.666 2.683 -0.127
C 3.883 3.344 -0.197
C 4.925 2.825 -0.948
C 4.764 1.610 -1.604
C 3.548 0.964 -1.516
I 3.385 -0.936 -2.373
C -1.607 -0.297 -0.637
O -0.797 -1.201 -0.992
H -4.554 -2.023 -1.130
H -3.003 -2.785 -0.681
H -3.165 -2.029 -2.253
H -4.273 1.999 0.694
H -2.848 3.660 1.134
H -2.168 3.943 -0.466
H -0.752 4.573 1.319
H 0.282 2.586 -0.390
H 1.889 3.102 0.499
H 4.017 4.267 0.349
H 5.873 3.343 -1.007
H 5.585 1.182 -2.164
Br -1.553 -2.961 1.959
C -1.145 -1.183 2.444
C -2.130 -0.449 3.091
C -1.851 0.830 3.555
C -0.590 1.388 3.380
C 0.397 0.673 2.722
C 0.113 -0.607 2.256
I 1.672 -1.654 1.342
H -3.100 -0.897 3.266
H -2.616 1.375 4.091
H -0.367 2.370 3.772
H 1.387 1.093 2.600
I 1.377 -6.676 -4.144
C 1.025 -5.240 -2.725
C 0.385 -5.391 -1.503
N 0.373 -4.197 -0.901
N 0.979 -3.256 -1.656
C 1.375 -3.895 -2.771
H -0.048 -6.263 -1.039
H -0.025 -3.952 -0.005
H 1.876 -3.369 -3.570
*
```

The relative energy (zero: lowest compared OMol25 entry of this formula, charge and spin) is 0.0 kJ/mol. The frontier orbital gap (alpha / beta) comes out at 3.3 / 3.1 eV. The calculation puts the lowest unoccupied orbital energy (alpha / beta) at -0.4709 / -0.4734 Eh.

[2]
Molecular formula: C23H19Cl2PSe2V
Method: DFT, the ωB97M-V functional and the def2-TZVPD basis

Geometry as ORCA input:
```
! RIJCOSX wB97M-V def2-TZVPD def2/J DEFGRID3
* xyz 0 4
V -1.505 -0.724 -1.335
Se 0.848 -2.542 -1.795
P 0.517 -1.988 0.254
Se -1.578 -1.771 0.871
C 1.306 -3.224 1.351
C 0.536 -4.081 2.127
C 1.149 -5.044 2.918
C 2.530 -5.155 2.933
C 3.301 -4.305 2.152
C 2.694 -3.344 1.361
C 1.393 -0.439 0.689
C 2.606 -0.157 0.066
C 3.312 0.986 0.400
C 2.804 1.863 1.348
C 1.590 1.592 1.960
C 0.885 0.442 1.635
H -0.542 -3.994 2.116
H 0.543 -5.706 3.524
H 3.006 -5.903 3.553
H 4.380 -4.392 2.158
H 3.303 -2.692 0.749
H 2.973 -0.812 -0.716
H 4.252 1.201 -0.093
H 3.347 2.766 1.600
H 1.181 2.280 2.688
H -0.070 0.247 2.105
Cl -2.803 -1.818 -2.757
C -4.330 -2.177 -1.840
Cl -4.601 -0.915 -0.656
H -4.178 -3.122 -1.332
H -5.147 -2.204 -2.551
C -3.119 4.893 -1.136
C -3.807 3.669 -1.027
C -3.134 2.486 -1.162
C -1.744 2.446 -1.423
C -1.044 1.201 -1.581
C 0.300 1.280 -1.889
C 0.994 2.508 -1.991
C 0.332 3.683 -1.806
C -1.059 3.686 -1.532
C -1.775 4.896 -1.380
H -3.659 5.825 -1.029
H -4.873 3.670 -0.835
H -3.668 1.550 -1.083
H 0.875 0.373 -2.065
H 2.056 2.501 -2.209
H 0.858 4.629 -1.872
H -1.236 5.833 -1.465
*
```

As for the expectation value of S²: 3.7682. The relative energy (zero: lowest compared OMol25 entry of this formula, charge and spin) is 117.0 kJ/mol. The frontier orbital gap (alpha / beta) comes out at 7.0 / 7.7 eV. The calculation puts the lowest unoccupied orbital energy (alpha / beta) at 0.0055 / -0.0024 Eh.

[3]
Molecular formula: C23H19ClFN5O
Method: DFT, the ωB97M-V functional and the def2-TZVPD basis

Geometry as ORCA input:
```
! RIJCOSX wB97M-V def2-TZVPD def2/J DEFGRID3
* xyz 0 1
O 1.218 -1.730 2.389
F -4.530 2.687 -4.118
Cl -1.272 -1.140 -4.637
N 5.997 -0.567 -1.841
N -0.403 -0.434 -0.501
N -3.035 1.046 3.815
C 0.374 -1.214 1.668
C 4.902 -0.724 -2.616
C 6.165 -1.752 -1.216
C 5.137 -2.550 -1.379
C -3.754 2.189 3.763
C 0.542 -1.230 0.186
C -0.265 -0.315 -1.788
C -1.656 0.990 3.663
C -3.120 3.378 3.371
C -1.079 2.163 3.195
C -1.733 3.383 3.075
C -2.925 2.407 -2.277
C -2.993 0.846 -4.185
C -1.834 1.625 -1.859
C 1.732 -1.834 -0.439
C 0.819 -0.940 -2.442
C -3.567 1.990 -3.511
C -1.911 0.091 -3.665
C -1.328 0.447 -2.489
C 1.868 -1.611 -1.828
N 4.346 -1.949 -2.358
N -0.687 -0.607 2.246
C 2.930 -2.369 -2.609
C -1.356 -1.332 4.434
C -0.806 -0.187 3.640
H 4.560 0.180 -3.213
H 6.964 -1.891 -0.505
H 5.164 -3.494 -0.833
H -4.829 2.103 3.902
H -3.741 4.289 3.225
H -0.053 1.998 2.839
H -1.224 4.227 2.749
H -3.258 3.171 -1.730
H -3.450 0.591 -5.106
H -1.122 2.116 -1.109
H 2.368 -2.446 0.237
H 0.785 -0.691 -3.505
H -1.294 -0.110 1.500
H 2.811 -3.450 -2.320
H 2.827 -2.285 -3.685
H -0.587 -2.088 4.665
H -1.907 -1.057 5.368
H -2.046 -1.838 3.784
H 0.255 -0.083 4.051
*
```

Its SMILES is C[C@@H](NC(=O)c1cc(Cn2ccnc2)cc(-c2ccc(F)cc2Cl)n1)c1ccccn1. The relative energy (zero: lowest compared OMol25 entry of this formula, charge and spin) is 253.0 kJ/mol. The frontier orbital gap comes out at 8.9 eV. The calculation puts the lowest unoccupied orbital energy at -0.0071 Eh.

[4]
Molecular formula: C23H19F3N2O5
Method: DFT, the ωB97M-V functional and the def2-TZVPD basis

Geometry as ORCA input:
```
! RIJCOSX wB97M-V def2-TZVPD def2/J DEFGRID3
* xyz 0 1
C -2.867 0.414 -1.434
C -2.919 0.455 0.064
C -3.379 1.489 0.797
C -3.221 1.524 2.114
C -2.790 0.511 2.646
C -2.287 -0.773 2.009
C -2.189 -0.766 0.689
H -2.161 -1.620 -0.033
H -2.121 -1.708 2.421
H -2.793 0.292 3.847
O -3.689 2.417 2.696
C -3.216 2.842 3.864
H -3.202 2.272 4.603
H -3.886 3.634 4.410
C -1.786 3.544 3.884
N -0.675 2.507 3.434
C -0.225 2.887 2.185
O -0.287 3.828 1.600
C 0.095 1.529 1.507
C 0.839 0.367 2.242
C 1.211 -0.636 1.385
C 1.254 -0.873 0.141
C 0.611 0.282 -0.562
C 0.311 1.375 0.180
H -0.432 2.305 -0.605
H 0.497 0.383 -1.633
O 1.607 -1.710 -0.527
C 2.074 -1.992 -1.650
C 3.171 -0.891 -2.053
C 3.852 -0.944 -3.142
C 3.686 -2.214 -3.983
C 2.944 -3.148 -3.676
C 2.162 -3.095 -2.388
N 1.410 -4.082 -2.114
O 1.727 -5.235 -2.509
O 0.220 -4.116 -1.362
H 2.835 -4.058 -4.222
C 4.760 -2.349 -5.007
F 5.859 -1.822 -5.012
F 4.146 -1.698 -6.207
F 4.828 -3.443 -5.498
H 4.621 -0.360 -3.435
H 3.186 0.038 -1.538
H 1.762 -1.420 1.986
H 0.862 0.406 3.127
H -0.886 1.745 3.838
H -1.653 4.508 3.456
H -1.392 3.894 5.119
H -3.671 2.359 0.164
H -2.450 1.242 -1.948
H -3.985 0.296 -1.886
H -2.364 -0.391 -1.983
*
```

The relative energy (zero: lowest compared OMol25 entry of this formula, charge and spin) is 1988.1 kJ/mol. The frontier orbital gap comes out at 6.6 eV. The calculation puts the lowest unoccupied orbital energy at -0.0651 Eh.

[5]
Molecular formula: C23H19F4NO3
Method: DFT, the ωB97M-V functional and the def2-TZVPD basis

Geometry as ORCA input:
```
! RIJCOSX wB97M-V def2-TZVPD def2/J DEFGRID3
* xyz 0 1
F -2.242 1.743 1.477
C -1.112 1.065 1.814
C -1.153 -0.251 2.091
F -2.309 -0.949 2.098
C 0.068 -1.013 2.386
O 0.045 -2.173 2.809
C 1.316 -0.297 2.097
F 2.447 -1.036 2.101
C 1.334 1.023 1.847
F 2.510 1.666 1.624
C 0.125 1.884 1.935
O 0.151 3.044 2.378
O -0.085 4.781 -1.974
C 0.702 4.763 -0.790
C 1.875 5.692 -1.160
C 1.571 6.797 -1.947
C 2.587 7.673 -2.347
C 3.907 7.445 -1.944
C 4.207 6.340 -1.146
C 3.194 5.455 -0.754
C -0.115 5.349 0.379
C -1.504 5.225 0.388
C -2.241 5.775 1.444
C -1.589 6.474 2.465
C -0.196 6.605 2.442
C 0.543 6.029 1.405
C 1.149 3.327 -0.473
C 1.852 2.656 -1.668
C 1.232 1.268 -1.823
C -0.053 1.261 -1.001
N 0.049 2.424 -0.101
H -0.763 4.086 -1.954
H 0.539 6.972 -2.258
H 2.327 8.530 -2.968
H 4.698 8.133 -2.249
H 5.229 6.147 -0.814
H 3.423 4.593 -0.122
H -2.028 4.721 -0.431
H -3.324 5.644 1.444
H -2.170 6.910 3.279
H 0.327 7.141 3.233
H 1.632 6.096 1.385
H 1.786 3.349 0.417
H 1.676 3.247 -2.575
H 2.929 2.630 -1.477
H 0.999 1.023 -2.864
H 1.922 0.506 -1.443
H -0.953 1.346 -1.634
H -0.160 0.351 -0.402
H -0.851 2.866 0.080
*
```

Its SMILES is OC(c1ccccc1)(c1ccccc1)[C@@H]1CCCN1.O=C1C(F)=C(F)C(=O)C(F)=C1F. The relative energy (zero: lowest compared OMol25 entry of this formula, charge and spin) is 212.5 kJ/mol. The frontier orbital gap comes out at 7.5 eV. The calculation puts the lowest unoccupied orbital energy at -0.0575 Eh.

[6]
Molecular formula: C23H19IrN7OS2
Method: DFT, the ωB97M-V functional and the def2-TZVPD basis

Geometry as ORCA input:
```
! RIJCOSX wB97M-V def2-TZVPD def2/J DEFGRID3
* xyz 1 1
Ir 0.352 0.958 -0.089
O 3.808 -0.858 1.060
C 2.896 -0.100 0.768
N 1.905 -0.306 -0.114
C 1.995 -1.503 -0.906
C 1.095 -1.282 -2.081
C 0.861 -2.266 -3.032
C 0.072 -1.984 -4.130
C -0.482 -0.719 -4.247
C -0.255 0.196 -3.244
N 0.521 -0.063 -2.176
C 2.853 1.326 1.236
C 3.809 1.874 2.062
C 3.761 3.233 2.311
C 2.759 3.983 1.710
C 1.810 3.366 0.924
N 1.842 2.036 0.694
H 1.794 -2.432 -0.362
H 3.018 -1.599 -1.284
H 1.317 -3.239 -2.901
H -0.116 -2.743 -4.879
H -1.098 -0.443 -5.091
H -0.685 1.188 -3.282
H 4.569 1.216 2.462
H 4.500 3.706 2.944
H 2.704 5.055 1.840
H 1.025 3.938 0.457
S -1.189 2.726 0.331
C -2.261 1.557 -0.323
N -1.669 0.399 -0.529
C -2.525 -0.497 -1.206
C -2.246 -1.816 -1.540
C -3.217 -2.552 -2.192
C -4.461 -1.991 -2.494
C -4.760 -0.694 -2.124
C -3.779 0.045 -1.468
S -3.878 1.682 -0.869
H -1.287 -2.257 -1.298
H -3.014 -3.578 -2.469
H -5.205 -2.581 -3.012
H -5.733 -0.267 -2.332
N 0.320 0.737 5.265
C 0.046 0.120 4.092
C 0.194 0.799 2.867
N -0.069 0.178 1.728
C -0.484 -1.100 1.753
C -0.615 -1.733 2.969
N -0.354 -1.146 4.135
H 0.534 1.715 5.313
H 0.162 0.229 6.118
H 0.509 1.833 2.818
H -0.701 -1.582 0.815
H -0.948 -2.763 3.003
*
```

The relative energy (zero: lowest compared OMol25 entry of this formula, charge and spin) is 145.3 kJ/mol. The frontier orbital gap comes out at 7.8 eV. The calculation puts the lowest unoccupied orbital energy at -0.1112 Eh.